Molecular formula: C33H68ClFINO14S
Method: DFT, ωB97M-V/def2-TZVPD

```
120
Properties=species:S:1:pos:R:3:forces:R:3:mulliken_charge:R:1
H 2.786 -6.627 2.050 0.847 1.316 -0.587 0.337
H -2.971 -1.034 4.881 -0.173 -0.048 -0.118 0.288
H -5.370 2.438 1.781 0.100 -0.044 -0.003 0.320
H -8.313 6.328 -5.303 -0.003 -0.124 -0.050 0.300
H -6.087 1.981 -2.681 0.193 -0.023 -0.099 0.090
C 3.139 -3.045 -1.735 0.056 -0.949 -0.501 -1.039
H 4.301 0.569 7.260 0.045 -0.061 -0.002 0.348
C -2.882 -4.206 -2.449 1.629 2.783 3.506 -0.706
C 2.150 -2.044 -2.447 2.458 4.023 -2.937 0.211
H -1.381 -2.820 5.629 0.017 -0.099 -0.062 0.346
C 1.523 -0.140 0.473 -0.862 0.738 0.274 -1.084
C 9.739 4.926 -1.492 -0.345 0.182 -0.162 -0.161
H 5.967 0.931 6.756 -0.108 0.053 -0.017 0.298
O 3.970 -3.554 2.593 -0.866 1.866 -2.013 -0.368
H 10.243 6.718 -2.582 0.036 -0.121 0.023 0.267
H 1.485 -2.800 1.147 1.016 -1.348 -0.689 -0.614
C 7.555 2.714 0.996 0.189 -0.013 0.023 -0.781
H -4.039 1.380 1.261 -0.122 0.020 -0.046 0.110
H -4.924 4.123 -3.295 -0.019 0.053 0.005 0.342
C -1.851 -4.745 -1.393 -1.634 2.846 -0.330 -0.199
C 2.145 -3.663 0.742 -0.214 1.047 0.178 0.663
H 10.423 5.221 -3.523 -0.062 0.051 -0.022 0.338
H 3.515 0.972 4.907 -0.103 0.038 0.151 0.110
C 1.151 -4.663 -0.002 -1.381 -0.505 1.250 -1.079
S 3.910 -1.913 2.339 3.102 4.794 5.033 2.035
C 5.001 0.545 6.421 0.006 -0.010 0.199 -1.047
C 3.495 -5.787 1.755 0.938 1.091 -0.558 -1.341
H 4.214 -3.725 0.030 -1.359 1.295 -0.591 0.609
C -5.902 0.349 1.615 0.286 -0.213 0.147 -0.111
H -0.682 -5.660 1.000 0.712 1.523 0.071 0.450
H -4.353 -0.542 -5.306 -0.141 -0.027 0.138 0.267
C 3.074 -0.285 0.166 -0.793 1.644 0.018 0.371
H 7.232 1.669 1.034 -0.040 0.039 0.164 0.285
H -7.170 2.849 -0.844 0.226 -0.061 -0.029 0.250
C 9.813 5.732 -2.774 0.123 0.049 -0.130 -1.080
H 1.449 -5.764 -0.001 0.151 1.602 0.029 0.176
Cl 0.329 -2.111 -2.505 1.807 -0.550 0.412 0.064
H -4.697 1.419 -6.833 -0.061 0.058 0.027 0.403
C 2.869 -4.305 2.036 -0.043 -2.926 0.007 0.936
H -6.948 0.146 -4.385 0.191 -0.115 0.080 0.255
H -6.248 0.418 0.583 0.068 -0.072 0.133 0.211
O 1.406 -4.113 5.062 2.363 0.236 -0.320 -0.380
H 4.186 -2.879 -2.200 -1.917 0.179 0.674 0.450
H -5.863 -0.721 -6.220 0.165 -0.009 -0.132 0.300
H -3.342 -0.823 -0.892 0.722 -1.989 -0.207 0.232
O 1.887 -4.529 3.130 1.078 0.709 -2.651 -0.145
H -1.592 -2.851 3.865 -0.025 0.073 0.093 0.060
C -3.394 -2.747 -2.246 2.282 -1.480 2.291 -0.262
O 5.401 1.325 4.177 0.111 0.187 -0.047 -0.421
H 4.486 -5.884 2.338 -1.727 0.187 -0.689 0.389
H 5.153 2.489 0.143 0.005 0.218 0.084 0.245
H -0.231 -3.967 1.754 0.076 -1.223 -1.102 -0.170
O -4.189 -2.333 3.875 -0.200 0.110 0.064 -0.521
C -5.250 1.329 -5.895 0.153 0.110 -0.063 -0.822
C -1.907 -2.436 0.051 -1.284 -2.532 -3.529 -0.239
H 0.873 -4.398 -1.074 0.809 -0.012 1.492 0.540
C -0.279 -4.608 0.814 -1.159 0.922 -1.808 -0.146
F 3.740 0.767 0.944 -0.765 -1.723 -0.998 -0.275
H 8.064 5.722 -0.903 0.178 -0.052 0.119 0.297
O 2.883 -1.196 3.163 0.947 -2.873 -2.838 -0.645
C -2.923 -1.889 -1.017 1.188 -2.897 -0.293 -0.527
I 5.903 -1.374 -0.175 -0.752 -0.009 0.116 0.238
H 6.692 4.688 1.070 -0.118 -0.068 -0.121 0.267
H 5.509 0.398 3.917 -0.117 0.159 -0.100 0.245
O -5.284 -0.919 1.790 -0.147 0.130 -0.213 -0.469
C -3.287 -2.078 4.942 0.052 -0.351 0.018 -0.249
H 8.051 2.860 0.033 -0.015 0.110 0.101 0.126
H -1.476 -5.816 -1.593 -0.480 1.907 0.696 0.260
H -9.072 4.736 -2.967 0.178 -0.038 -0.109 0.247
H -6.773 0.411 2.277 -0.096 0.190 -0.039 0.266
C -5.349 -0.121 -5.462 -0.332 0.262 -0.029 -0.265
O 2.665 -1.099 -3.118 -2.224 -3.996 2.975 -0.527
H 8.279 2.887 1.796 -0.012 -0.066 -0.052 0.319
C -2.097 -2.999 4.823 0.311 -0.037 0.118 -0.839
H -3.215 -4.830 -3.350 0.592 1.033 1.625 0.301
H 5.159 -0.496 6.124 -0.126 0.030 0.006 0.266
N 2.363 -4.099 4.330 -3.329 -0.130 2.234 0.213
C -1.363 -3.896 -0.170 -2.028 0.778 -1.738 0.366
H -2.413 -4.045 4.860 0.031 0.038 0.108 0.362
H -4.747 1.924 -5.129 0.028 -0.099 -0.062 0.184
C 3.319 -3.004 -0.162 0.285 -1.489 0.847 0.214
O 8.948 5.608 -0.528 -0.012 0.027 0.173 -0.490
O -6.066 -0.220 -4.237 0.003 -0.150 0.142 -0.487
H -1.570 -1.787 0.942 -0.672 -1.240 -1.609 0.307
C -5.476 4.031 -2.355 0.118 0.248 0.106 -0.979
H -9.309 3.456 -4.866 0.035 -0.037 -0.185 0.265
H 3.803 -5.815 0.641 -0.659 -0.304 1.730 0.265
C 4.477 1.361 5.256 0.177 -0.359 -0.164 -0.099
O 5.441 3.410 0.076 -0.156 0.084 -0.278 -0.557
C -5.572 2.582 -1.924 -0.299 0.356 -0.144 0.085
H -4.971 4.627 -1.590 0.142 -0.143 -0.065 0.335
H -9.290 5.398 -6.460 -0.035 0.052 0.057 0.342
H -6.246 1.760 -6.032 0.022 -0.066 -0.101 0.164
C -8.559 4.249 -4.781 -0.309 0.225 0.062 -0.005
H 3.238 0.045 -0.931 -0.005 -1.015 1.755 0.498
H 1.127 -0.701 1.381 0.888 0.682 -1.099 0.062
H 10.736 4.784 -1.072 -0.157 0.052 0.129 0.303
C -9.061 5.537 -5.401 0.035 0.099 -0.135 -1.178
C -4.911 1.456 1.917 -0.043 0.231 0.033 -0.949
H 0.821 -0.383 -0.403 1.408 0.145 1.068 0.213
H -3.810 -2.223 5.893 0.136 0.088 0.103 0.271
H 2.853 -4.116 -2.074 0.285 1.679 0.853 0.443
H 1.338 0.982 0.696 0.487 -1.825 -0.386 0.459
O 5.262 -1.362 2.776 -3.380 -2.738 -1.587 -0.864
H -4.544 1.378 2.945 -0.080 0.005 0.017 0.423
C 6.369 3.646 1.130 -0.063 -0.399 0.068 -0.182
H -4.468 -3.255 3.941 -0.011 0.246 -0.144 0.239
H -4.125 -2.311 -3.008 1.144 -0.575 1.387 0.324
H 9.298 3.940 -1.676 0.166 -0.081 -0.102 0.185
H 5.859 3.498 2.087 0.170 0.022 0.091 0.218
H -6.472 4.461 -2.489 0.365 -0.175 -0.066 0.095
H 8.813 5.895 -3.187 0.047 -0.116 -0.031 0.342
O -6.287 2.483 -0.697 -0.125 -0.060 0.168 -0.427
H -9.963 5.887 -4.889 -0.028 -0.088 -0.093 0.339
O -8.258 4.449 -3.404 -0.360 -0.096 0.091 -0.495
H -4.575 2.161 -1.770 -0.155 -0.098 0.159 0.276
H -4.985 -0.977 2.707 0.033 -0.352 -0.153 0.252
H -7.646 3.915 -5.280 0.015 0.004 0.224 0.141
H 4.341 2.404 5.549 0.082 -0.031 -0.150 0.338
C 3.804 -1.635 0.505 0.220 -0.591 -1.365 -1.022
```
Forces are in eV/Å.

The highest occupied orbital energy is -0.3170 Eh. Its energy above the lowest of the compared OMol25 structures with the same formula, charge and spin is 190.8 kcal per mole. The frontier orbital gap is 7.785 eV. For the total energy, the calculation gives -99641.72546 eV. The calculation puts the molar mass at 916.32 g mol⁻¹.

---

Molecular formula: C33H68F3N5O6P
Method: DFT, ωB97M-V/def2-TZVPD

```
116
Properties=species:S:1:pos:R:3:forces:R:3:mulliken_charge:R:1
C -1.566 1.933 -1.986 -0.229 0.670 -1.275 -0.416
H -1.957 4.652 -2.380 -0.279 1.167 2.602 0.197
C 2.943 -6.890 4.590 -0.016 -0.195 -0.161 -1.066
H 0.584 -4.971 -7.429 0.082 0.084 0.055 0.397
C 1.979 3.145 4.779 0.582 0.024 0.921 -0.428
H -0.066 0.249 3.720 1.981 0.926 -0.201 -0.176
C -2.830 4.762 -0.160 -0.136 -3.739 1.857 0.089
H -2.878 0.067 -2.219 2.297 0.259 -0.199 0.195
C 1.053 -2.886 -7.112 0.009 -0.050 0.132 -0.320
H -1.382 -3.418 -1.450 2.242 0.134 -1.040 0.246
H 2.182 3.689 5.816 -0.688 -1.280 -2.027 0.324
H -2.100 1.183 2.759 -2.058 -0.135 -1.254 -0.146
C 2.227 -0.045 3.162 -1.439 -0.080 -0.787 -0.583
H 2.352 -2.224 -2.247 -0.411 -1.014 1.952 0.088
H 3.042 -2.329 -9.007 0.097 0.036 0.004 0.259
C -0.425 -1.938 -2.900 0.495 -0.569 1.529 -0.542
H -3.899 1.224 3.317 1.440 0.077 -2.248 0.470
H 1.533 -4.651 -5.956 -0.102 0.057 -0.102 0.267
H -5.115 3.433 3.241 1.572 0.942 -2.473 0.347
O 1.973 -2.045 -6.422 -0.057 0.076 0.138 -0.361
C -3.203 1.241 2.346 -0.890 1.467 0.080 -0.267
F -5.423 -1.741 0.920 0.236 5.003 1.407 -0.247
H 2.761 -0.342 4.160 -0.733 0.431 -2.172 0.290
H 1.557 -6.804 2.263 -0.008 -0.075 0.041 0.375
C 2.970 -1.596 -0.137 0.652 -0.966 0.167 -0.368
H -0.145 -7.772 3.834 -0.055 0.002 -0.112 0.295
H -5.024 8.064 -1.754 0.467 -1.810 0.304 0.367
C -0.308 -3.294 -1.957 -1.053 0.218 0.148 -0.945
O -3.027 -1.235 1.988 -0.250 2.127 -0.143 -0.575
H 3.015 -0.651 -8.466 0.108 -0.072 0.082 0.289
H 3.963 -1.956 1.938 -2.443 -0.279 -0.817 0.416
C 3.495 -1.622 -8.307 -0.114 -0.117 -0.194 -1.069
H 3.370 -7.259 5.527 -0.061 0.068 -0.113 0.399
H 1.287 3.866 4.163 1.288 -1.506 1.049 0.185
C 1.387 -4.363 -7.002 0.252 -0.089 -0.072 -1.075
H 0.889 -4.250 -0.239 -0.384 2.335 -1.039 0.245
C -3.639 -0.011 1.383 0.817 -0.683 0.971 0.857
H 4.170 3.906 4.273 -1.429 -1.837 -0.378 0.346
H 3.884 -1.399 -6.218 -0.277 -0.099 0.051 0.302
C -0.354 5.531 -0.973 1.450 2.166 0.596 0.542
C 3.479 2.981 4.079 -1.321 -0.515 -0.134 -0.671
O 1.254 -5.337 3.702 -0.015 0.176 -0.055 -0.355
C 0.773 -3.169 -0.730 0.055 -0.687 -0.046 0.225
H -0.864 -7.542 2.235 0.053 0.076 0.089 0.398
C 1.691 -1.362 2.289 0.300 0.640 0.142 0.213
C -1.369 2.221 -0.391 0.424 -0.534 0.718 0.583
H -1.630 0.337 -3.606 -0.369 0.263 2.558 0.443
H 0.949 -6.536 5.371 0.009 -0.080 -0.030 0.313
H 3.717 -6.351 4.035 -0.078 0.003 0.131 0.280
H -1.327 -2.050 -3.648 1.821 0.322 1.539 0.387
C 2.277 -2.695 -1.177 0.577 0.361 0.578 -0.511
H -0.285 2.656 -0.156 -2.562 -0.660 -0.509 0.319
N 0.124 6.949 -1.352 -0.405 -0.599 0.222 -0.873
H -0.651 2.364 -2.613 -1.896 -0.791 1.697 0.215
H -5.020 7.825 2.115 -0.626 0.290 -1.527 0.368
H 0.366 -0.086 -1.714 -1.851 -1.225 0.117 0.023
F -5.954 -0.146 2.637 2.091 -0.143 -4.600 -0.263
H 0.331 -2.484 0.117 0.945 -1.257 -1.779 -0.124
H -3.267 0.067 0.276 -0.904 0.040 2.045 -0.421
H 0.964 -2.577 -8.159 0.052 -0.055 -0.031 0.330
C 1.752 -5.989 4.868 0.143 0.075 -0.032 -0.323
H 1.132 5.182 -2.383 -0.764 -0.619 0.614 0.335
H -0.668 6.141 1.063 0.613 -0.639 -0.934 0.228
N 0.562 4.588 -1.741 0.212 0.980 1.882 -0.473
P -4.239 7.158 0.133 3.329 5.966 -1.241 0.581
H 0.073 -2.715 -6.653 0.220 0.175 0.051 0.314
H 3.940 1.994 4.549 -0.713 2.194 -1.244 0.184
H 0.886 5.550 0.746 -1.523 -0.043 -0.443 0.323
O -2.901 8.045 0.156 -4.803 -4.114 0.091 -0.527
H 4.557 -1.538 -8.560 -0.133 -0.005 0.053 0.390
H 2.067 -5.196 5.555 -0.166 0.040 -0.248 0.319
C 0.916 0.884 3.595 0.809 0.422 0.551 0.655
O -5.380 7.956 1.179 2.542 -3.121 -1.235 -0.437
N -0.136 5.421 0.526 -0.003 -0.728 -0.405 -0.513
O -4.797 7.091 -1.553 0.091 1.315 4.306 -0.460
H 0.206 1.783 5.602 2.251 0.045 -1.052 0.282
H 3.271 2.855 2.914 0.889 0.128 2.476 0.080
C -1.958 5.355 -1.413 0.564 0.693 -0.226 -0.838
C 1.241 1.668 5.034 -0.359 0.235 -0.566 -0.803
C -0.435 -7.020 3.095 0.015 -0.159 0.223 -1.244
C -1.755 0.369 -2.419 -0.060 0.321 -0.985 -1.011
C -4.462 3.740 2.290 2.314 1.372 -3.552 -0.568
H -0.443 7.675 -0.853 0.657 -0.948 -0.505 0.310
H -0.151 -4.251 -2.617 -0.048 1.872 1.274 0.337
H 1.121 -2.136 2.992 1.231 1.740 -1.485 0.220
H 4.130 -1.571 -0.408 -2.564 0.194 0.416 0.311
C -3.376 2.733 1.616 -0.046 1.946 -1.044 0.047
H -1.074 -1.076 -0.791 1.313 0.767 -2.109 -0.213
H -2.522 2.533 -2.371 1.982 -1.347 0.821 0.286
H 2.957 -3.651 -1.163 -1.216 1.899 -0.122 0.396
C -0.641 -0.674 -1.825 -1.062 0.246 -0.809 0.594
H 1.242 4.202 -1.029 -0.966 0.418 -1.147 0.284
F -5.948 0.485 0.228 2.147 -2.265 4.086 -0.256
H 0.439 -5.515 1.855 0.145 0.109 0.210 -0.076
H -1.208 -6.393 3.552 0.087 -0.031 -0.138 0.313
N -3.881 5.444 0.652 1.696 -0.755 -2.570 0.871
H 2.513 -0.507 -0.272 0.893 -2.297 0.355 0.040
H -1.380 1.154 0.144 -0.199 2.496 -0.860 -0.228
H -2.279 6.409 -1.805 0.254 -2.045 1.133 0.508
H 2.904 0.602 2.431 -1.190 -1.462 1.820 0.078
C 2.891 -2.114 1.450 -0.358 -0.196 -0.223 -0.492
C -5.266 -0.294 1.327 -1.386 -2.224 -0.756 0.595
H 2.310 -4.603 -7.538 -0.118 -0.041 0.001 0.283
H 3.752 -3.075 -6.717 -0.006 -0.038 -0.078 0.326
H -2.333 -0.986 2.667 -1.299 -0.181 -1.240 0.424
H 2.638 -3.279 1.490 0.747 2.498 -0.250 0.040
H 1.138 7.049 -1.048 -1.832 -0.223 -0.394 0.273
C 3.325 -2.079 -6.869 -0.033 0.152 -0.024 -0.336
C 0.755 -6.178 2.667 -0.103 0.067 0.068 0.119
C -2.478 3.193 0.306 -3.190 2.041 2.691 0.200
N -4.650 5.086 1.705 1.466 -5.158 1.561 -0.989
H 2.655 -7.758 3.991 0.046 0.002 0.092 0.261
H 0.590 -1.823 -3.481 -2.175 0.020 0.953 0.075
H 0.925 -0.906 1.500 1.440 -1.078 1.630 -0.359
H 1.935 0.978 5.698 -1.409 1.479 -1.366 0.318
H 0.705 1.689 2.763 0.372 -1.484 1.523 -0.139
```
Forces are in eV/Å.

The highest occupied orbital energy is -0.4076 Eh. Its energy above the lowest of the compared OMol25 structures with the same formula, charge and spin is 417.1 kcal per mole. The frontier orbital gap is 6.071 eV. For the total energy, the calculation gives -72478.64304 eV. The total charge is +1. The calculation puts the molar mass at 718.90 g mol⁻¹.